# 1
51
Properties=species:S:1:pos:R:3:forces:R:3:nbo_charge:R:1 method="wB97M-V/def2-TZVPD" total_charge=+2 max_force_ev_per_a=1.90 e_homo_ev="-14.1 / -14.1" multiplicity=2
Tc 1.587 0.052 -1.352 -0.83 -1.56 -0.69 0.627
S 2.586 0.201 0.671 0.95 0.26 -0.18 0.213
S 1.339 0.296 3.327 0.23 -0.11 -0.10 0.583
O 1.114 1.340 -2.720 0.51 0.52 0.45 -0.599
N 0.108 0.980 1.098 0.16 0.04 -0.34 -0.247
N 0.134 1.075 -0.231 -0.52 0.08 0.57 -0.244
C -0.877 1.927 -0.653 0.35 -0.39 0.08 0.410
C -1.118 -0.738 4.006 0.01 -0.10 0.01 0.012
C 0.082 2.762 -4.188 -0.23 0.15 0.23 -0.280
C -2.601 -2.308 2.943 -0.01 -0.07 0.07 -0.188
C -1.741 -2.767 5.144 -0.06 -0.03 -0.08 -0.183
C -1.855 3.456 -2.299 0.04 0.00 -0.13 -0.064
C -1.900 -1.115 2.917 0.05 0.03 0.11 -0.251
C 1.149 -1.282 -3.304 0.18 0.30 -0.76 -0.165
C -1.871 4.033 -3.529 -0.09 -0.05 0.34 -0.230
C -1.936 2.314 0.323 -0.24 0.01 0.00 -0.693
C -1.042 -1.571 5.120 -0.03 0.04 -0.11 -0.222
C 0.130 2.170 -2.907 0.09 -0.01 -0.64 0.447
C 1.335 -2.439 -1.214 -0.17 0.45 0.90 -0.158
C 0.553 -1.992 -2.289 -0.46 0.04 0.32 -0.171
C -0.865 2.473 -1.934 -0.32 0.27 -0.12 -0.222
C 2.505 -0.916 -3.218 0.37 0.37 0.12 -0.173
C 1.217 0.506 1.651 -0.71 0.08 0.24 -0.164
C 3.275 -1.311 -2.119 0.08 -0.40 0.26 -0.224
C -0.902 3.667 -4.487 0.25 -0.14 -0.12 -0.059
C 3.548 -2.740 -0.049 0.00 0.00 0.07 -0.660
C -2.519 -3.138 4.055 0.03 0.03 0.01 -0.185
C -0.345 0.548 3.988 -0.07 0.17 -0.02 -0.553
C 2.702 -2.158 -1.128 0.48 0.09 -0.36 0.088
H 4.411 -2.115 0.176 -0.01 0.00 0.00 0.251
H 3.924 -3.703 -0.405 0.00 -0.02 -0.02 0.277
H 0.842 2.500 -4.908 0.04 -0.04 0.02 0.248
H -2.043 1.590 1.118 0.00 -0.03 0.00 0.260
H -2.615 4.776 -3.775 -0.04 0.00 0.01 0.253
H -3.070 -4.068 4.078 -0.02 -0.02 0.00 0.235
H 2.980 -2.918 0.862 0.00 -0.01 0.02 0.248
H -0.500 -2.230 -2.331 -0.03 0.01 0.04 0.275
H 0.871 -3.012 -0.422 -0.03 -0.01 0.03 0.263
H -1.682 3.274 0.780 0.00 0.02 0.02 0.275
H 0.560 -0.948 -4.147 -0.01 0.08 0.01 0.274
H 2.940 -0.267 -3.964 0.00 -0.07 -0.07 0.282
H 4.314 -1.024 -2.023 0.01 -0.03 -0.15 0.280
H -2.890 2.420 -0.186 0.03 0.02 0.04 0.254
H -1.981 -0.463 2.057 0.01 0.04 -0.05 0.197
H -3.228 -2.584 2.106 -0.02 -0.02 -0.02 0.222
H -0.933 4.114 -5.471 0.01 0.02 -0.02 0.249
H -0.817 1.341 3.413 0.01 -0.03 -0.01 0.257
H -0.150 0.916 4.996 -0.01 0.00 -0.01 0.266
H -0.451 -1.281 5.980 0.04 0.04 0.02 0.224
H -2.591 3.758 -1.573 -0.03 0.01 -0.02 0.226
H -1.687 -3.402 6.016 -0.01 -0.03 0.02 0.238


# 2
10
Properties=species:S:1:pos:R:3:forces:R:3:nbo_charge:R:1 method="wB97M-V/def2-TZVPD" smiles="O=S(=O)([O-])[C@@H]1CS1" total_charge=-1 max_force_ev_per_a=4.44 e_homo_ev=-4.8
S -0.503 -0.976 0.888 -2.32 -0.08 -1.89 2.431
S -0.013 1.945 0.058 0.24 2.09 0.89 0.089
O -0.823 -2.140 0.061 0.00 0.12 0.17 -1.038
O 0.772 -1.017 1.491 2.79 -0.02 1.30 -1.031
O -1.574 -0.563 1.777 -0.18 0.20 -0.15 -1.024
C -0.387 0.329 -0.425 -3.95 -2.02 -0.15 -0.656
C 0.945 0.738 -0.866 2.33 -0.33 1.37 -0.505
H -1.471 0.254 -0.970 3.26 0.02 0.50 0.259
H 1.238 1.067 -1.852 -0.25 -0.37 -0.24 0.212
H 1.817 0.362 -0.162 -1.92 0.39 -1.80 0.262


# 3
16
Properties=species:S:1:pos:R:3:forces:R:3:nbo_charge:R:1 method="wB97M-V/def2-TZVPD" smiles="C=C=O.CCC" max_force_ev_per_a=1.38 e_homo_ev=-9.1
O 1.321 1.610 0.382 0.29 -0.57 -0.62 -0.488
C 2.101 -0.222 -1.093 0.32 0.28 -0.25 -0.779
C -0.481 -0.530 0.204 -0.32 -0.43 0.13 -0.404
C 1.568 0.701 -0.312 0.89 1.04 0.18 0.695
C -1.268 0.298 -0.827 0.08 -0.09 0.01 -0.620
C -0.780 -0.096 1.626 -0.11 -0.09 0.13 -0.613
H 1.563 -1.053 -1.531 0.15 0.27 0.25 0.255
H -1.843 -0.228 1.845 0.05 0.05 0.13 0.205
H 0.614 -0.645 0.136 -1.11 0.26 0.00 0.218
H -1.163 1.383 -0.693 0.14 -0.28 0.07 0.213
H -0.190 -0.681 2.336 -0.17 0.04 0.03 0.209
H -0.523 0.960 1.774 -0.11 -0.23 -0.08 0.219
H -1.017 0.059 -1.867 0.04 -0.01 0.19 0.212
H -2.333 0.064 -0.690 0.20 0.08 -0.05 0.212
H -0.704 -1.580 0.031 -0.59 -0.31 0.21 0.206
H 3.135 -0.040 -1.319 0.25 0.02 -0.32 0.258


# 4
13
Properties=species:S:1:pos:R:3:forces:R:3:nbo_charge:R:1 method="wB97M-V/def2-TZVPD" max_force_ev_per_a=3.87 e_homo_ev="-2.5 / -10.8" multiplicity=3
N 0.505 1.219 0.114 -0.55 0.57 2.17 -0.409
N -0.463 0.205 0.489 0.20 2.36 -1.43 -0.082
C -1.769 0.212 -0.163 -1.60 -1.88 -0.68 -0.558
C 1.523 0.145 -0.204 1.72 -2.11 2.75 -0.357
C 0.542 -0.950 0.267 1.40 -2.47 -1.86 -0.493
H 1.744 0.166 -1.223 -0.18 -0.10 -1.85 0.204
H 0.182 -1.682 -0.493 -0.14 0.78 0.35 0.201
H -1.763 -0.146 -1.284 0.78 1.06 1.79 0.228
H -2.306 1.142 -0.047 0.14 0.19 -0.11 0.235
H 2.558 0.064 0.299 -1.69 0.69 -0.21 0.188
H 0.850 1.861 0.898 -1.43 -0.88 -1.33 0.392
H -2.426 -0.642 0.243 1.20 1.14 0.13 0.223
H 0.823 -1.592 1.103 0.16 0.64 0.29 0.230


# 5
12
Properties=species:S:1:pos:R:3:forces:R:3:nbo_charge:R:1 method="wB97M-V/def2-TZVPD" max_force_ev_per_a=1.79 e_homo_ev=-9.8
N -1.766 -0.083 0.105 0.27 0.57 -0.32 -0.468
N 2.787 -0.991 0.964 -0.65 0.56 -0.63 -0.308
N 0.177 1.160 0.135 -0.07 0.17 0.08 -0.613
C 1.929 -0.516 0.347 0.44 -0.62 0.79 0.241
C 0.765 -0.035 -0.372 -0.75 -0.72 0.41 -0.193
C -1.189 1.041 0.281 -0.32 0.06 0.17 0.271
C -0.869 -1.081 -0.279 1.46 0.40 0.02 -0.169
H -0.626 -1.205 -1.301 -1.24 -0.53 -1.17 0.198
H 0.672 1.745 0.792 0.00 -0.04 -0.06 0.408
H -1.740 1.927 0.566 0.00 0.01 0.09 0.193
H 1.000 0.082 -1.451 -0.32 -0.50 0.66 0.221
H -1.140 -2.044 0.213 1.18 0.64 -0.04 0.219


# 6
30
Properties=species:S:1:pos:R:3:forces:R:3:nbo_charge:R:1 method="wB97M-V/def2-TZVPD" smiles="CN(C)CC1S(=O)(=O)c2ccccc2S1(=O)=O" max_force_ev_per_a=4.24 e_homo_ev=-9.4
S 0.538 1.520 -0.560 1.32 2.45 1.91 2.113
S -0.794 -0.530 1.233 -0.70 1.29 0.04 2.124
O 1.983 1.435 -0.746 -1.36 0.08 -0.36 -0.915
O 0.098 -1.511 1.810 -0.86 0.24 -0.34 -0.899
O -0.253 2.476 -1.324 0.51 -1.72 0.09 -0.894
O -2.240 -0.626 1.326 1.29 -0.35 -0.38 -0.888
N 0.015 -2.332 -1.892 -0.01 1.45 -0.58 -0.438
C -0.021 -0.197 -0.520 2.33 -1.53 3.20 -0.721
C 0.592 3.318 1.774 -0.09 0.13 0.35 -0.222
C -0.051 -0.819 -1.869 -1.38 -0.19 -2.22 -0.253
C 1.186 -2.865 -2.588 0.70 0.26 -0.37 -0.418
C -0.362 1.098 2.001 0.28 -0.40 -0.25 -0.312
C 0.297 3.593 3.141 -0.03 -0.75 -0.60 -0.188
C -0.609 1.324 3.354 -0.03 0.56 0.59 -0.183
C 0.261 2.061 1.228 -0.19 -0.59 -0.75 -0.173
C -1.167 -2.843 -2.548 -0.99 -0.08 -0.48 -0.412
C -0.297 2.578 3.932 0.14 -0.05 -0.65 -0.194
H -0.949 -0.409 -2.382 0.42 -0.76 -0.23 0.214
H 2.074 -2.738 -1.967 0.03 -0.03 -0.04 0.205
H -1.403 -2.376 -3.545 0.36 -0.21 0.66 0.167
H 1.413 -2.403 -3.587 -0.40 -0.12 0.63 0.172
H 0.829 -0.363 -2.409 -0.65 -0.54 0.49 0.236
H 1.068 4.095 1.157 -0.27 -0.53 0.27 0.244
H -0.519 2.777 4.996 0.15 -0.26 -0.77 0.231
H 0.847 -0.847 -0.170 -0.18 1.73 0.10 0.309
H -1.056 -3.920 -2.729 -0.12 0.28 0.25 0.205
H -1.042 0.536 3.972 0.04 0.24 -0.21 0.240
H 1.043 -3.942 -2.777 0.06 0.47 0.30 0.209
H 0.544 4.583 3.584 -0.22 -0.94 -0.49 0.233
H -2.024 -2.673 -1.894 -0.14 -0.11 -0.13 0.206


# 7
14
Properties=species:S:1:pos:R:3:forces:R:3:nbo_charge:R:1 method="wB97M-V/def2-TZVPD" smiles="CC=O.CSS" max_force_ev_per_a=1.14 e_homo_ev=-8.3
S -2.187 0.103 1.579 -0.13 0.23 0.12 -0.151
S -2.280 0.763 3.568 0.01 -0.03 -0.25 0.083
O 1.730 -1.493 -2.085 -0.19 0.03 0.01 -0.515
C -0.613 0.278 4.055 0.27 -0.40 1.03 -0.756
C 1.142 -0.980 -3.002 0.55 -0.12 -0.08 0.439
C 1.468 0.382 -3.537 0.15 0.06 -0.23 -0.724
H -0.604 -0.411 4.912 -0.38 0.12 -0.26 0.224
H -0.121 -0.255 3.252 0.17 0.19 -0.24 0.239
H 1.565 0.348 -4.621 -0.19 -0.11 -0.15 0.227
H 2.421 0.737 -3.153 -0.11 0.04 0.32 0.234
H 0.663 1.081 -3.311 -0.01 0.05 0.07 0.238
H 0.365 -1.547 -3.547 -0.20 0.05 0.08 0.102
H -0.054 1.151 4.389 0.08 0.04 -0.41 0.224
H -3.497 -0.156 1.500 0.00 -0.16 0.00 0.138


# 8
12
Properties=species:S:1:pos:R:3:forces:R:3:nbo_charge:R:1 method="wB97M-V/def2-TZVPD" smiles="CC(=O)C=C=CBr" max_force_ev_per_a=4.44 e_homo_ev=-9.5
Br -3.995 -0.125 0.330 -0.03 0.04 -0.14 0.074
O 0.336 1.737 -0.308 -0.02 -0.35 0.47 -0.508
C -0.014 -0.587 -0.225 -3.50 1.36 -0.11 -0.391
C -2.574 -0.267 -0.913 2.90 -1.08 0.70 -0.384
C 0.686 0.638 0.059 2.64 1.20 -0.07 0.551
C -1.307 -0.437 -0.426 -3.42 -0.14 -2.83 0.188
C 2.024 0.325 0.716 -0.63 0.32 2.80 -0.733
H 1.999 -0.133 1.743 -0.89 -0.30 -0.98 0.234
H -2.890 -0.397 -2.000 0.79 0.50 1.69 0.266
H 0.395 -1.524 -0.113 1.05 -1.94 0.39 0.237
H 2.623 -0.292 0.147 0.79 -1.86 -1.59 0.228
H 2.719 1.062 0.988 0.32 2.24 -0.32 0.237


# 9
47
Properties=species:S:1:pos:R:3:forces:R:3:nbo_charge:R:1 method="wB97M-V/def2-TZVPD" smiles="CCCN(CCC)Cc1c(C(=O)OCC)nnn1-c1nonc1N" max_force_ev_per_a=1.98 e_homo_ev=-8.7
O 0.958 -2.253 -1.702 0.12 0.28 0.19 -0.518
O 1.838 2.720 3.262 0.03 0.30 -0.18 -0.124
O 0.569 -4.104 -0.484 0.10 0.12 0.05 -0.562
N -0.361 1.032 0.129 0.21 -0.02 0.07 -0.444
N 1.368 -2.605 1.839 -0.11 -0.66 -0.23 -0.155
N 1.540 -1.672 2.674 0.24 0.11 1.01 -0.078
N 1.431 -0.487 2.038 -0.26 -0.50 -1.43 -0.191
N 1.828 2.068 4.451 -0.05 -0.84 0.72 -0.166
N 1.693 1.883 2.234 -0.10 -0.92 -0.54 -0.090
N 1.556 -0.208 5.062 -0.08 -0.39 0.57 -0.805
C 1.581 0.687 2.738 0.29 1.38 1.38 0.236
C 0.864 -2.941 -0.551 -0.16 -0.28 -0.12 0.774
C -1.669 3.132 0.265 0.24 0.06 -0.18 -0.405
C -1.566 4.635 0.032 -0.10 -0.22 0.03 -0.600
C -1.860 0.008 -1.656 0.00 -0.04 0.28 -0.425
C 1.182 -0.692 0.718 0.03 -0.69 -0.10 0.226
C 1.139 -2.078 0.610 0.15 1.06 0.12 -0.081
C 1.933 -3.756 -3.357 -0.21 0.23 0.27 -0.635
C -2.929 -1.062 -1.829 0.15 0.18 -0.06 -0.602
C -1.498 0.179 -0.174 -0.09 0.02 -0.22 -0.217
C -0.465 2.407 -0.332 -0.15 0.05 0.19 -0.212
C 0.703 -2.985 -2.903 -0.10 -0.44 -0.38 -0.076
C 1.669 0.794 4.182 0.00 0.91 -1.15 0.289
C 0.916 0.424 -0.223 -0.12 0.22 -0.24 -0.282
H -0.496 2.478 -1.432 0.03 0.05 0.01 0.162
H -3.827 -0.799 -1.274 -0.13 -0.03 0.04 0.204
H -0.131 -3.672 -2.728 0.08 0.17 -0.07 0.202
H 0.416 -2.230 -3.639 -0.01 -0.07 0.12 0.189
H -1.702 2.927 1.336 -0.04 -0.09 0.03 0.209
H -1.508 4.854 -1.032 0.01 0.10 -0.11 0.200
H 2.776 -3.081 -3.486 0.08 0.03 -0.06 0.211
H -1.285 -0.808 0.248 -0.12 0.02 0.04 0.194
H -2.362 0.578 0.364 -0.04 -0.12 0.01 0.202
H -0.677 5.035 0.514 0.09 0.09 0.04 0.205
H 1.763 -0.026 6.027 0.01 -0.05 0.01 0.406
H -3.194 -1.174 -2.878 -0.09 -0.07 -0.06 0.211
H 2.192 -4.509 -2.617 0.03 -0.07 0.00 0.227
H 0.438 2.917 0.013 0.00 0.00 -0.09 0.208
H 1.596 -1.147 4.693 0.06 0.12 0.15 0.435
H 1.724 -4.249 -4.302 0.00 -0.06 -0.12 0.218
H 1.695 1.179 -0.093 -0.06 -0.06 -0.12 0.243
H -0.970 -0.280 -2.219 0.04 0.07 -0.07 0.195
H -2.595 2.765 -0.182 -0.07 -0.07 0.05 0.193
H -2.571 -2.022 -1.461 -0.01 -0.14 0.04 0.203
H -2.223 0.955 -2.060 0.07 0.05 -0.07 0.197
H 0.957 0.042 -1.252 0.08 0.10 0.16 0.216
H -2.437 5.143 0.440 -0.04 0.12 0.00 0.212


# 10
24
Properties=species:S:1:pos:R:3:forces:R:3:nbo_charge:R:1 method="wB97M-V/def2-TZVPD" smiles="C=C(NC(=O)CSO)C(C)C" max_force_ev_per_a=4.82 e_homo_ev=-8.4
S 1.232 3.384 -2.437 0.33 0.41 -0.98 0.516
O 1.341 3.221 -4.111 -1.96 -2.34 0.06 -0.868
O -0.032 0.874 -3.547 0.07 0.12 0.93 -0.658
N -0.527 0.510 -1.349 0.80 -1.63 0.10 -0.643
C 0.261 1.000 -2.352 0.76 -0.61 0.11 0.686
C 0.115 -0.929 0.783 0.58 -1.12 -2.93 -0.290
C -0.250 -2.169 -0.132 -0.75 -0.12 -0.24 -0.611
C -0.541 -0.934 2.096 3.68 0.10 3.10 -0.586
C -0.154 0.391 0.088 -0.90 0.96 -1.19 0.196
C -0.283 1.602 0.623 0.10 -1.86 -1.42 -0.406
C 1.515 1.697 -1.864 -0.25 0.18 -1.24 -0.700
H 1.459 1.769 -0.775 0.79 -0.12 -0.40 0.258
H 2.433 1.249 -2.315 -0.64 0.37 0.58 0.255
H -0.121 1.837 1.603 0.47 0.71 2.38 0.204
H -1.464 -0.501 2.147 -2.91 0.32 -0.23 0.217
H 0.426 -2.320 -0.999 -0.02 0.38 0.67 0.220
H 1.191 -1.158 0.964 -0.39 0.85 -0.25 0.226
H 0.049 -0.155 2.768 -0.82 -1.78 -0.98 0.202
H 0.660 2.433 -4.392 1.98 2.32 1.18 0.519
H -0.143 -3.062 0.522 -0.30 0.40 -0.58 0.217
H -0.411 -1.955 2.543 -0.57 1.06 -0.03 0.219
H -1.170 -0.156 -1.738 -0.48 -0.21 0.17 0.407
H -1.274 -2.167 -0.631 0.95 0.10 1.11 0.203
H -0.499 2.290 -0.144 -0.54 1.51 0.06 0.216


# 11
19
Properties=species:S:1:pos:R:3:forces:R:3:nbo_charge:R:1 method="wB97M-V/def2-TZVPD" max_force_ev_per_a=6.27 e_homo_ev=-8.8
S 0.965 0.610 2.530 0.29 -1.91 -1.09 0.007
O -1.137 1.548 0.744 0.85 1.47 3.37 -0.783
N 1.149 -0.455 -1.546 1.92 2.38 -2.35 -0.850
C 0.003 -0.447 1.233 -0.40 -1.12 3.38 -0.257
C -1.726 -0.331 -0.578 -0.85 -1.19 0.39 -0.632
C 1.436 -0.897 1.516 -0.46 -0.34 -1.72 -0.481
C -0.441 0.342 0.099 -3.48 2.44 1.06 0.128
C 0.463 0.783 -0.961 0.05 0.44 -4.16 -0.240
H 1.724 -1.883 2.017 -0.81 1.65 -0.48 0.243
H -0.858 1.927 1.983 -0.54 -2.30 -5.81 0.485
H 1.899 0.057 -2.172 -1.28 -1.59 1.72 0.354
H 1.317 1.517 -0.747 -1.78 -0.83 0.08 0.233
H -2.746 0.271 -0.066 3.09 -2.35 -1.48 0.286
H -0.346 1.132 -1.865 2.69 0.21 2.54 0.188
H -1.583 -1.700 -0.227 -1.03 4.33 -1.64 0.218
H 0.617 -0.838 -2.341 -0.39 0.00 0.85 0.360
H -1.050 -0.851 1.616 3.03 0.13 0.16 0.262
H -1.722 -0.067 -1.775 -0.21 -1.29 3.08 0.219
H 2.037 -0.718 0.540 -0.69 -0.12 2.11 0.261


# 12
16
Properties=species:S:1:pos:R:3:forces:R:3:nbo_charge:R:1 method="wB97M-V/def2-TZVPD" smiles=OCCCCS max_force_ev_per_a=1.37 e_homo_ev=-9.1
S 0.862 -3.106 -0.804 1.29 -0.30 0.37 -0.050
O -1.304 2.673 0.761 -0.05 -0.64 0.17 -0.731
C -0.945 1.692 -0.230 0.54 1.00 0.63 -0.054
C -0.192 0.593 0.506 0.11 0.08 -0.91 -0.417
C 0.974 -1.615 0.232 -0.61 0.39 0.00 -0.508
C -0.098 -0.687 -0.336 0.21 0.39 0.55 -0.411
H 0.199 -0.493 -1.370 -0.20 0.33 0.00 0.207
H -0.677 0.455 1.476 0.05 -0.27 -0.10 0.218
H -0.260 2.198 -0.928 -0.27 -0.44 -0.22 0.161
H -1.081 -1.163 -0.367 0.08 -0.19 -0.02 0.206
H 0.766 -1.764 1.289 -0.13 -0.61 0.10 0.206
H 0.833 0.946 0.682 -0.25 0.07 0.19 0.197
H 2.172 -3.518 -0.735 -0.84 0.21 0.03 0.131
H -1.338 3.524 0.342 -0.11 0.56 -0.24 0.466
H 1.934 -1.096 0.233 0.09 -0.31 -0.53 0.215
H -1.846 1.360 -0.751 0.09 -0.26 -0.03 0.164